Entry 1:
ORCA calculation (ωB97M-V/def2-TZVPD) on C36H54FP3RuSi as an isolated structure.

XYZ file:
```
96
Properties=species:S:1:pos:R:3:forces:R:3
Ru -0.010873 -0.292669 0.144604 0.219 -0.205 -0.073
C -3.463772 -0.635308 2.259114 0.014 0.081 -0.027
C -2.279768 -1.572981 2.464624 -0.007 -0.169 0.114
C -2.426453 -2.239552 3.839152 0.008 -0.021 -0.037
P -0.653058 -0.719106 2.253206 -0.280 0.153 0.143
C 0.533525 -1.915969 2.983924 0.014 -0.104 -0.014
C 0.498742 -3.242515 2.213012 0.025 0.056 0.046
C 1.957703 -1.383312 3.055947 0.010 0.014 -0.009
C -0.798605 0.722392 3.345104 0.019 -0.056 -0.019
C -0.679124 0.691804 4.730999 0.015 0.046 -0.008
C -0.858462 1.865190 5.449439 0.015 -0.010 0.027
C -1.167340 3.048886 4.789967 -0.006 -0.031 -0.063
C -1.286216 3.070362 3.406088 0.002 0.078 0.102
C -1.100550 1.907951 2.664895 0.093 -0.243 0.030
Si -1.049357 1.731743 0.789076 -0.304 0.371 -0.070
C -0.061788 3.192576 0.143905 0.136 -0.111 -0.052
C -0.566734 4.471706 -0.080279 0.031 0.066 -0.026
C 0.256474 5.485678 -0.546953 -0.015 -0.055 0.030
C 1.597567 5.225720 -0.796848 0.035 0.009 -0.003
C 2.115948 3.957493 -0.586055 -0.025 0.043 -0.004
C 1.286147 2.935794 -0.121277 0.069 -0.129 0.009
P 1.856035 1.226246 0.225635 -0.065 0.445 -0.084
C 3.118182 1.447547 1.560250 0.070 -0.118 0.053
C 4.375877 2.220256 1.156035 0.013 0.023 -0.005
C 2.491541 2.109423 2.787898 -0.048 0.017 -0.026
C 2.708042 0.537352 -1.269932 0.102 -0.043 -0.050
C 3.634686 -0.609039 -0.848202 -0.014 0.046 -0.026
C 3.400158 1.504921 -2.228285 -0.004 0.012 0.025
C -2.767804 1.963536 0.036142 -0.050 -0.095 -0.019
C -3.688140 2.955038 0.378109 -0.028 0.042 0.022
C -4.875431 3.093037 -0.324115 -0.003 -0.037 -0.058
C -5.158282 2.253144 -1.397776 0.056 0.004 0.026
C -4.262689 1.255925 -1.746633 -0.043 0.021 -0.022
C -3.085565 1.102818 -1.017091 0.086 -0.023 0.084
P -1.872093 -0.203366 -1.350920 -0.047 -0.114 0.192
C -2.794923 -1.784475 -1.660976 -0.032 -0.040 -0.024
C -4.080932 -1.964634 -0.854400 -0.019 0.003 0.009
C -1.894446 -3.003733 -1.441257 0.016 0.005 -0.030
C -1.255036 0.238286 -3.035540 0.047 -0.014 -0.029
C -0.367542 -0.838717 -3.662182 0.023 -0.004 0.037
C -0.565645 1.600474 -3.034685 -0.017 0.036 0.034
H -4.388226 -1.214365 2.276165 -0.008 0.009 0.011
H -3.427272 -0.096637 1.317210 -0.003 0.026 -0.060
H -3.515607 0.099438 3.065350 0.011 0.000 -0.011
H -2.284193 -2.352400 1.695324 -0.032 0.034 -0.017
H -2.340987 -1.504716 4.641800 -0.005 0.002 -0.011
H -1.710278 -3.037971 4.016613 0.020 -0.024 -0.006
H -3.423578 -2.676652 3.909794 -0.004 0.009 -0.009
H 0.165687 -2.077230 4.001370 0.037 0.006 0.008
H 0.748802 -3.085948 1.161657 -0.002 -0.018 0.008
H -0.468238 -3.740259 2.273679 -0.042 0.005 -0.016
H 1.241835 -3.919405 2.636848 -0.010 -0.009 0.016
H 2.368450 -1.277523 2.049922 -0.026 -0.037 0.028
H 2.584794 -2.097275 3.591741 0.000 0.003 0.003
H 2.020148 -0.424393 3.571533 -0.003 -0.051 -0.017
H -0.425989 -0.221781 5.255085 0.000 -0.006 -0.009
H -0.747645 1.857124 6.525740 -0.010 0.014 0.004
H -1.299945 3.960942 5.357067 0.002 -0.001 0.009
H -1.492229 4.012898 2.911037 0.002 -0.009 -0.030
H -1.616444 4.680419 0.091190 0.012 -0.007 0.001
H -0.146424 6.474634 -0.722219 0.008 0.008 -0.006
H 2.243704 6.010997 -1.166835 -0.007 0.005 -0.001
H 3.157315 3.778881 -0.805554 0.001 -0.015 -0.012
H 3.422882 0.431940 1.821333 -0.023 0.046 -0.025
H 4.157656 3.270594 0.969189 -0.009 -0.010 0.014
H 4.882873 1.805115 0.288097 -0.016 -0.008 -0.016
H 5.079287 2.187833 1.990219 -0.003 -0.019 0.005
H 2.232079 3.148739 2.576799 -0.008 0.002 -0.014
H 3.216446 2.104990 3.603649 0.000 0.017 0.008
H 1.590676 1.605317 3.133275 0.006 0.030 -0.013
H 1.882874 0.081447 -1.828002 0.012 -0.018 0.025
H 4.520040 -0.235598 -0.334256 0.020 -0.012 0.018
H 3.969572 -1.141329 -1.739110 -0.002 -0.001 -0.002
H 3.120601 -1.333033 -0.218318 0.000 0.002 0.015
H 4.263062 1.995606 -1.778779 -0.003 0.003 0.002
H 2.723672 2.271460 -2.603025 -0.011 0.015 0.002
H 3.761465 0.934365 -3.086001 0.004 -0.002 0.004
H -3.489522 3.623722 1.208766 0.008 -0.020 0.013
H -5.585958 3.858401 -0.039951 0.000 0.003 -0.003
H -6.080337 2.369705 -1.951337 -0.002 0.005 0.002
H -4.495891 0.592505 -2.572183 0.006 0.001 0.002
H -3.062230 -1.724164 -2.722693 0.020 0.001 0.012
H -3.854202 -2.257820 0.168949 -0.004 0.022 0.037
H -4.659420 -2.775898 -1.299041 0.010 -0.011 0.004
H -4.713696 -1.080431 -0.823661 0.005 -0.001 -0.010
H -1.622029 -3.088984 -0.386865 -0.023 -0.010 0.003
H -0.962703 -2.974413 -1.998407 0.030 0.052 -0.041
H -2.442341 -3.904191 -1.724023 0.013 -0.008 0.012
H -2.181243 0.321580 -3.616768 0.012 0.009 -0.023
H 0.433913 -1.151464 -2.988350 -0.013 0.011 -0.004
H 0.088357 -0.443363 -4.571182 -0.019 -0.006 -0.015
H -0.930634 -1.728868 -3.938161 -0.024 -0.019 0.014
H 0.378757 1.567799 -2.487755 0.003 0.000 -0.008
H -1.180162 2.382667 -2.586148 -0.010 -0.013 -0.002
H -0.341352 1.891284 -4.062050 0.003 0.012 0.002
F 0.907268 -1.845959 -0.689520 -0.028 0.035 -0.105
```
Positions in Å, forces in eV/Å.

The HOMO energy (spin up / spin down) is -10.76 / -11.60 eV. For the total energy, the calculation gives -2912.4282 a.u. For the energy above the lowest of the compared OMol25 structures with the same formula, charge and spin, the calculation gives 0.000 eV. The orbital gap (spin up / spin down) is 7.43 / 8.09 eV. As for the charge: +1. Its spin multiplicity is 2. The molecular weight comes out at 727.904 g/mol.

Atom charges from the Mulliken analysis, given in e for atoms 1 to 5: -1.6401 -1.9342 1.2773 -1.7254 1.7703

=====

Entry 2:
ORCA calculation (ωB97M-V/def2-TZVPD) on a 9-piece molecular cluster, C36H54N6O6S3 overall at a distorted geometry.

XYZ file:
```
105
Properties=species:S:1:pos:R:3:forces:R:3
O 3.999033 -0.834280 -5.243837 -0.105 -0.520 -0.082
S 5.146204 -0.275620 -4.575836 -0.019 1.738 -0.245
O 5.950856 0.669650 -5.339290 0.125 -0.922 0.652
C 4.555802 0.484977 -3.043679 -1.091 -0.728 -1.238
C 5.393472 -0.065940 -1.980477 1.261 0.248 1.952
C 5.614196 -1.540105 -2.254242 -0.638 0.171 -1.104
C 6.072624 -1.593616 -3.752591 -1.148 0.270 0.928
H 3.540409 0.136838 -3.052758 -0.559 -0.524 0.486
H 4.440021 1.534560 -3.048357 0.527 1.264 -0.447
H 6.357633 0.476022 -2.018247 -0.160 -0.279 0.184
H 4.971233 0.105158 -0.978540 0.047 -0.041 -0.337
H 4.668568 -2.089733 -2.039657 0.596 0.253 -0.528
H 6.386014 -1.996198 -1.680832 0.574 -0.177 0.744
H 5.676009 -2.496131 -4.168269 0.429 -0.590 -0.709
H 7.134547 -1.410321 -3.847307 0.126 -0.175 -0.207
O -0.103524 1.649875 2.633658 -0.250 0.472 0.243
S -1.422872 2.229354 2.794549 0.845 -0.424 -1.410
O -2.549430 1.359488 2.712547 -1.116 -1.335 0.358
C -1.559543 3.207734 4.208393 0.588 1.090 1.964
C -2.304116 4.492984 3.822311 1.538 -0.385 0.214
C -1.710928 4.813114 2.461962 -0.903 1.211 -1.553
C -1.776330 3.514453 1.632802 2.059 0.704 0.862
H -0.552334 3.524072 4.555026 -0.459 -0.532 -0.228
H -2.049355 2.618572 4.972899 -0.002 -0.139 0.227
H -3.343204 4.334813 3.715030 -1.241 -0.233 0.044
H -2.106463 5.247403 4.591891 -0.189 -0.019 -0.306
H -0.716334 5.274007 2.515818 -0.141 -0.333 0.006
H -2.391646 5.518084 1.917369 0.752 -0.208 0.502
H -1.018750 3.405282 0.846065 -0.585 0.285 -0.160
H -2.791872 3.345678 1.394826 -0.918 -0.251 -0.876
O 2.212483 -2.236219 -0.952444 0.577 -1.099 -0.244
S 1.493716 -1.025318 -0.727075 1.475 3.401 1.520
O 2.289385 0.257409 -0.803987 -1.373 -2.412 0.591
C 0.145464 -0.796660 -1.750387 -0.755 -0.063 -1.971
C -0.954336 -0.229583 -0.900145 -0.664 0.966 0.566
C -0.911136 -1.007932 0.416447 0.193 0.532 0.190
C 0.538532 -1.085567 0.822566 0.942 -0.121 0.941
H -0.128467 -1.739272 -2.218952 -0.004 -0.135 0.017
H 0.501779 -0.092600 -2.505960 -0.183 -0.170 -0.159
H -0.741088 0.852712 -0.830111 -0.529 -0.446 0.445
H -1.935612 -0.430460 -1.324585 0.034 0.433 -0.440
H -1.233524 -1.980037 0.130579 -0.285 -1.124 -0.110
H -1.553255 -0.733347 1.270917 0.277 0.519 -0.584
H 0.744861 -2.059039 1.291591 0.258 0.407 0.027
H 0.855545 -0.247030 1.489267 -0.216 -0.627 -0.591
C -3.529754 -2.340696 -2.145992 0.802 -1.117 -0.092
C -4.551754 -1.533803 -1.671788 -0.808 1.461 0.158
C -4.960154 -0.677600 -2.700449 1.114 -1.298 0.107
N -4.141834 -1.011683 -3.792446 -1.082 0.177 0.629
C -3.323569 -2.043259 -3.449690 0.585 -0.262 -1.238
H -3.005665 -3.116453 -1.619113 0.088 -0.074 0.185
H -4.845908 -1.576444 -0.634689 -0.466 0.328 -0.094
H -5.746692 0.056066 -2.756621 0.129 0.030 -0.069
H -4.351302 -0.818517 -4.753928 -0.043 0.377 -0.029
H -2.700217 -2.535020 -4.205891 -0.231 0.384 0.511
C -0.894976 -2.202453 4.050222 0.491 -0.205 -0.441
C 0.240844 -1.387038 4.377317 0.013 0.569 -0.251
C 1.412426 -2.087266 4.123401 -2.547 -0.035 0.353
N 0.998729 -3.325226 3.715208 0.535 -0.764 -0.571
C -0.389445 -3.420420 3.641435 0.772 -0.227 0.100
H -1.946894 -1.914726 3.965916 0.539 -0.061 0.459
H 0.187859 -0.348520 4.690261 0.059 -0.272 -0.052
H 2.433011 -1.821068 4.247707 0.539 0.062 -0.080
H 1.672675 -3.986410 3.331941 -0.610 0.067 0.338
H -0.856592 -4.392569 3.408586 0.297 0.887 -0.001
C -6.006906 3.482069 1.713533 -0.173 1.378 0.101
C -5.571183 4.451767 0.753122 -0.386 0.146 0.742
C -4.907136 3.760933 -0.188616 1.084 -0.146 -1.625
N -4.899868 2.447491 0.121463 -0.047 -1.710 0.764
C -5.578948 2.275985 1.313777 0.354 -1.170 -0.650
H -6.577066 3.699226 2.581060 -0.377 0.021 0.555
H -5.717266 5.514118 0.753050 -0.162 0.146 0.081
H -4.417860 4.041497 -1.102640 0.053 0.411 -0.054
H -4.360350 1.693389 -0.313615 -0.445 0.755 0.082
H -5.755817 1.294549 1.730348 0.228 0.143 -0.013
C -0.124090 -4.407447 -1.787205 2.324 1.828 0.820
C -0.715434 -5.073367 -2.813807 -0.160 -0.296 -2.618
C -1.782611 -5.727298 -2.294348 -0.792 -0.433 -0.892
N -1.855162 -5.450919 -0.981646 1.715 1.011 -0.055
C -0.807343 -4.594610 -0.655383 -1.576 -0.814 2.571
H 0.772178 -3.841049 -1.865451 0.489 0.336 0.017
H -0.383389 -4.920692 -3.848695 -0.394 -0.706 0.484
H -2.508632 -6.331445 -2.779525 -0.463 -0.339 -0.202
H -2.598874 -5.654625 -0.394300 -1.319 -0.606 1.061
H -0.694565 -4.301892 0.411269 0.143 -0.101 -1.161
C 6.010246 -1.479650 2.729637 -0.147 0.117 0.487
C 5.420886 -2.706644 2.294396 -0.064 0.475 0.266
C 4.225118 -2.439819 1.680659 0.501 0.728 -0.239
N 4.016004 -1.067375 1.715043 1.390 -1.347 0.470
C 5.133913 -0.513406 2.371096 -1.988 0.244 -1.446
H 6.907558 -1.249828 3.323918 -0.500 -0.559 -0.530
H 5.835436 -3.660048 2.456733 0.344 -0.982 0.000
H 3.630807 -3.081124 1.054504 -0.306 -0.042 0.171
H 3.305767 -0.640805 1.128469 0.551 0.481 0.388
H 5.151811 0.538649 2.410739 0.292 0.975 0.392
C 0.478259 3.135542 -1.406324 -0.367 -1.153 0.308
C -0.864508 3.261724 -1.859763 -1.324 -0.095 -0.928
C -1.187000 4.594517 -1.730593 -0.322 -0.006 0.204
N -0.142698 5.241883 -1.135352 0.282 0.549 -0.180
C 0.908144 4.331542 -0.923748 -0.141 1.163 -0.805
H 1.050976 2.218824 -1.355610 0.076 0.123 -0.087
H -1.592732 2.514733 -2.301250 1.358 0.858 0.662
H -2.077607 5.174249 -1.998494 0.387 -0.509 0.185
H -0.206102 6.264901 -1.047415 0.741 -1.058 0.208
H 1.950983 4.600332 -0.739367 -0.726 0.206 0.409
```
Positions in Å, forces in eV/Å.

The HOMO energy is -8.20 eV. As for the SMILES: O=S1(=O)CCCC1.O=S1(=O)CCCC1.O=S1(=O)CCCC1.c1cc[nH]c1.c1cc[nH]c1.c1cc[nH]c1.c1cc[nH]c1.c1cc[nH]c1.c1cc[nH]c1. For the total energy, the calculation gives -3378.5687 a.u. For the energy above the lowest of the compared OMol25 structures with the same formula, charge and spin, the calculation gives 1.804 eV. The orbital gap is 8.58 eV. Its spin multiplicity is 1. The molecular weight comes out at 763.065 g/mol.

Atom charges from the Mulliken analysis, given in e for atoms 1 to 5: -0.6780 1.1153 -0.7025 -0.3139 -0.4207